{
  "formula": "CH8NO",
  "method": "wB97M-V/def2-TZVPD",
  "energy_ev": -4697.6844,
  "molar_mass_g_mol": 50.1,
  "lumo_ev": -3.62,
  "e_homo_ev": -16.623,
  "e_above_lowest_ev": 0.360,
  "total_charge": 1,
  "symbols": ["O", "H", "H", "H", "C", "N", "H", "H", "H", "H", "H"],
  "xyz": [[-0.9255, 1.6591, -0.5122], [-0.9661, 2.4476, 0.0384], [-0.5633, -0.1011, -0.2582], [-1.5860, 1.8135, -1.1986], [1.1679, -0.8355, 0.8249], [-0.0208, -0.9821, -0.1929], [1.6235, -1.8275, 0.9241], [1.8618, -0.2167, 0.2718], [0.6400, -0.6931, 1.7578], [-0.6254, -1.6992, 0.2068], [0.2363, -1.2566, -1.1414]],
  "forces_ev_per_a": [[-0.19, -0.18, -0.16], [0.09, 0.01, 0.15], [0.25, 0.29, 0.11], [0.03, 0.04, -0.03], [-1.16, -1.83, -1.98], [0.27, -0.44, 1.06], [-0.10, 0.14, -0.27], [0.12, 0.84, 1.11], [0.63, 1.24, 0.24], [-0.20, -0.05, -0.38], [0.25, -0.08, 0.17]]
}